{
  "formula": "C41H39CdN9O2SSe",
  "method": "ωB97M-V/def2-TZVPD",
  "e_homo_ev": -1.6,
  "energy_ha": -5196.5155,
  "orbital_gap_ev": 5.661,
  "total_charge": -2,
  "symbols": ["Cd", "Se", "S", "O", "O", "N", "N", "N", "N", "N", "N", "N", "N", "N", "C", "C", "C", "C", "C", "C", "C", "C", "C", "C", "C", "C", "C", "C", "C", "C", "C", "C", "C", "C", "C", "C", "C", "C", "C", "C", "C", "C", "C", "C", "C", "C", "C", "C", "C", "C", "C", "C", "C", "C", "C", "H", "H", "H", "H", "H", "H", "H", "H", "H", "H", "H", "H", "H", "H", "H", "H", "H", "H", "H", "H", "H", "H", "H", "H", "H", "H", "H", "H", "H", "H", "H", "H", "H", "H", "H", "H", "H", "H", "H"],
  "xyz": [[-0.221, 0.535, 1.797], [1.624, -1.880, 0.920], [-0.796, 2.625, 0.279], [1.277, -0.198, 3.368], [1.567, -0.254, 5.582], [0.523, 2.690, -2.077], [-2.078, -0.467, 0.716], [2.050, 1.842, 0.756], [-0.137, 2.212, 3.721], [-0.725, 2.859, -2.590], [-2.385, 1.286, 2.815], [-2.525, 2.166, 3.706], [1.902, 2.382, -0.346], [-0.974, -1.551, 3.380], [-5.708, -0.563, 1.183], [-0.377, -1.298, 4.684], [-1.295, 2.737, 4.113], [1.808, -4.173, -3.235], [0.090, 2.381, -4.831], [-3.275, -0.215, 1.189], [-4.486, -0.785, 0.632], [-1.997, -1.036, -0.571], [0.995, 2.725, 4.181], [3.820, 0.884, 2.118], [-3.485, 0.641, 2.332], [-2.359, -0.288, -1.695], [-1.412, -2.868, -2.023], [-4.776, 0.849, 2.870], [1.618, -5.015, 0.456], [0.560, 2.552, -0.796], [1.887, -4.897, -4.555], [5.665, 2.712, 1.114], [1.748, -4.862, -2.033], [-2.535, 2.404, -5.740], [1.031, 3.821, 5.030], [5.138, 0.862, 2.550], [-1.785, -2.127, -3.136], [-1.360, 3.836, 4.968], [1.707, -2.093, -1.977], [1.682, -4.202, -0.807], [3.434, 1.816, 1.165], [-1.502, 2.176, -6.642], [-1.510, -2.329, -0.749], [6.062, 1.768, 2.052], [4.353, 2.741, 0.670], [1.785, -2.784, -3.180], [1.605, -0.597, -1.994], [-2.252, -0.828, -2.968], [1.672, -2.798, -0.758], [-0.952, 2.615, -3.927], [0.941, -0.513, 4.552], [-0.195, 2.167, -6.169], [-0.176, 4.387, 5.421], [-5.880, 0.262, 2.326], [-2.270, 2.623, -4.401], [6.378, 3.434, 0.733], [1.634, -6.084, 0.229], [1.978, 4.203, 5.384], [-2.329, 4.224, 5.252], [0.715, -4.779, 1.025], [0.622, 1.976, -6.855], [-1.673, -2.546, -4.129], [-2.705, 0.728, -1.541], [-1.059, -0.683, 5.279], [-1.489, 2.728, -1.925], [-6.864, 0.416, 2.750], [3.083, 0.199, 2.515], [1.796, -2.213, -4.105], [-4.394, -1.430, -0.232], [1.752, -5.950, -2.045], [-0.994, -3.859, -2.152], [0.666, -0.282, -1.532], [2.452, -4.771, 1.116], [-1.713, 1.996, -7.688], [2.857, -4.744, -5.038], [-3.564, 2.403, -6.083], [1.749, -5.971, -4.420], [5.436, 0.128, 3.288], [-0.158, -2.199, 5.271], [-0.194, 5.245, 6.084], [-0.327, -2.076, 2.789], [1.101, 2.353, -4.457], [-1.172, -2.878, 0.119], [-6.577, -1.038, 0.738], [1.121, -4.544, -5.249], [7.090, 1.745, 2.397], [-1.849, -2.058, 3.436], [4.022, 3.469, -0.056], [-3.081, 2.791, -3.701], [-2.512, -0.224, -3.832], [-4.850, 1.496, 3.733], [1.633, -0.206, -3.013], [2.405, -0.143, -1.406], [1.897, 2.213, 3.871]],
  "forces_ev_per_angstrom": [[0.12, -0.54, 0.05], [-0.08, 0.04, -0.07], [0.10, -0.01, 0.06], [0.12, 0.12, 0.06], [0.03, -0.04, 0.18], [-0.06, 0.04, -0.11], [-0.06, 0.10, -0.25], [0.20, 0.18, 0.08], [-0.31, 0.09, 0.01], [-0.04, -0.08, -0.14], [0.00, 0.02, -0.01], [0.07, 0.03, 0.02], [0.05, -0.04, -0.09], [0.15, -0.04, 0.03], [-0.03, 0.01, 0.02], [-0.01, 0.04, -0.01], [0.03, -0.09, 0.00], [-0.01, 0.04, 0.00], [-0.04, -0.01, -0.02], [-0.13, -0.06, 0.07], [-0.02, -0.03, -0.06], [0.08, -0.07, 0.06], [0.08, 0.02, -0.01], [-0.10, -0.01, -0.03], [-0.10, 0.10, 0.11], [0.02, -0.02, 0.02], [0.00, 0.01, 0.02], [0.05, -0.03, -0.02], [-0.02, -0.01, -0.02], [-0.09, 0.03, 0.11], [0.02, 0.02, 0.01], [-0.05, 0.05, -0.04], [0.01, 0.00, 0.00], [0.00, 0.00, 0.03], [-0.07, 0.05, 0.04], [0.06, 0.01, 0.00], [-0.01, 0.04, 0.01], [0.06, 0.03, 0.02], [-0.02, 0.04, -0.09], [0.02, -0.02, 0.03], [0.00, 0.07, -0.05], [0.01, -0.01, -0.02], [-0.06, 0.06, -0.10], [0.01, -0.07, 0.04], [-0.02, -0.04, 0.00], [-0.01, -0.02, 0.04], [0.04, -0.06, 0.00], [0.01, -0.01, 0.00], [0.01, 0.04, 0.05], [0.06, 0.06, 0.16], [-0.15, -0.06, -0.14], [0.00, 0.00, 0.00], [0.02, -0.04, -0.03], [0.00, 0.00, 0.01], [-0.03, 0.00, -0.03], [0.00, 0.01, -0.01], [0.00, -0.01, 0.00], [0.01, -0.01, -0.01], [-0.01, -0.01, 0.00], [0.01, 0.00, 0.00], [0.01, 0.00, 0.00], [0.00, 0.01, -0.01], [-0.02, -0.02, -0.02], [0.00, 0.00, 0.02], [0.07, 0.01, -0.04], [0.00, 0.00, 0.01], [-0.01, -0.02, 0.02], [0.00, 0.00, -0.01], [0.00, 0.03, 0.03], [0.00, -0.01, 0.01], [0.02, -0.03, 0.01], [-0.03, 0.02, 0.02], [0.01, 0.00, 0.02], [0.00, 0.00, -0.01], [0.00, -0.01, -0.01], [-0.01, 0.00, 0.00], [0.00, -0.01, 0.00], [0.00, -0.02, 0.02], [0.02, 0.01, 0.00], [0.01, -0.01, 0.00], [-0.08, 0.02, 0.00], [0.06, 0.00, 0.01], [0.00, -0.05, 0.03], [0.00, -0.01, -0.01], [-0.01, 0.00, -0.01], [0.00, 0.00, 0.01], [0.04, 0.11, -0.01], [0.00, 0.02, -0.02], [0.00, 0.00, 0.00], [0.00, -0.01, 0.01], [-0.01, 0.02, 0.02], [0.02, 0.00, -0.01], [-0.01, 0.01, -0.01], [0.03, 0.00, -0.01]]
}